--- one ---
Molecular formula: C4H11N2S
Method: DFT, ωB97M-V/def2-TZVPD

Element x y z (Å)
C1 0.809 0.052 0.184
H1 1.108 -1.059 -0.016
N1 -3.794 -1.265 -0.289
C2 -3.026 -0.507 0.659
C3 -1.509 -0.786 0.552
H2 1.118 0.269 1.262
H3 -3.451 -1.004 -1.208
N2 -0.640 0.336 0.138
H4 -1.458 -1.651 -0.161
S1 3.441 0.734 -0.176
H5 1.571 0.620 -1.796
H6 -3.648 -2.252 -0.202
H7 -3.386 -0.561 1.731
H8 1.353 1.994 -0.701
H9 -3.247 0.511 0.404
C4 1.699 0.943 -0.749
H10 -0.950 -0.932 1.522
H11 -0.873 0.610 -0.836

Results
Kohn-Sham gap (eV): 5.80
Highest occupied orbital energy (eV): -2.352
Net charge: -1
Molar mass (g/mol): 119.2


--- two ---
Molecular formula: C4H11N2S
Method: DFT, ωB97M-V/def2-TZVPD

Element x y z (Å)
H1 1.765 -2.130 -0.795
C1 0.253 -0.628 -0.692
N1 -0.536 -0.138 0.661
H2 -1.592 1.258 -0.288
H3 -0.263 1.967 0.586
H4 2.091 0.516 -0.011
H5 0.744 1.411 -0.946
H6 -1.023 1.206 2.534
H7 -2.530 0.705 2.032
H8 0.339 -2.468 0.259
H9 0.077 -2.664 -1.548
H10 -0.585 -0.431 -1.430
H11 0.240 -0.151 1.441
C2 1.344 0.533 -0.989
C3 -1.117 1.160 0.620
C4 0.658 -2.049 -0.708
S1 2.005 0.438 -2.624
N2 -1.871 1.466 1.900

Results
Kohn-Sham gap (eV): 6.30
Highest occupied orbital energy (eV): -2.473
Net charge: -1
Molar mass (g/mol): 119.2


one (18.8 kcal/mol below the next structure)


--- one ---
Molecular formula: C2H5BO
Method: DFT, ωB97M-V/def2-TZVPD

Element x y z (Å)
H1 0.092 0.367 -1.488
C1 1.260 0.139 0.285
H2 -1.228 -1.076 1.142
O1 2.338 0.213 -0.246
C2 -0.045 0.242 -0.418
H3 1.169 -0.006 1.380
B1 -1.228 -0.639 0.061
H4 -2.065 -0.937 -0.698
H5 -0.293 1.698 -0.018

Results
Kohn-Sham gap (eV): 9.41
Highest occupied orbital energy (eV): -9.971
Molar mass (g/mol): 55.9


--- two ---
Molecular formula: C2H5BO
Method: DFT, ωB97M-V/def2-TZVPD

Element x y z (Å)
H1 -1.835 -1.112 -0.403
H2 0.291 1.499 -1.073
O1 0.435 -1.275 -0.439
C1 0.728 1.190 -0.118
H3 0.369 1.805 0.708
H4 1.891 1.183 -0.251
B1 -0.940 -1.255 0.271
H5 -1.084 -1.871 1.273
C2 0.146 -0.163 0.031

Results
Kohn-Sham gap (eV): 10.54
Highest occupied orbital energy (eV): -9.928
Molar mass (g/mol): 55.9


two (21.9 kcal/mol below the next structure)